No. 1
Formula: C34H33NO7
Source: the OMol25 dataset
Level of theory: the ωB97M-V functional and the def2-TZVPD basis

Geometry as XYZ:
```
75
Properties=species:S:1:pos:R:3:forces:R:3:nbo_charge:R:1
O -7.246670 2.137668 -2.189483 0.31 -0.04 -0.10 -0.487
H -5.247645 2.050497 1.909237 -0.01 -0.03 0.13 0.210
H -2.841853 1.738043 -1.605445 0.10 -0.04 -0.08 0.220
C 7.008334 1.448685 1.814618 0.21 0.04 -0.03 -0.269
H 7.270422 1.599090 2.849981 0.02 0.02 0.12 0.225
O 9.259882 1.827317 1.332561 -0.30 -0.04 0.17 -0.487
H 10.172497 2.742171 -0.292880 0.00 -0.04 0.02 0.178
H -9.207252 2.326252 -2.527908 0.01 0.00 0.10 0.204
H -0.411521 -6.191609 -1.684998 -0.04 -0.22 -0.03 0.223
C 4.013036 0.667994 -0.281722 -0.11 -0.02 0.48 0.806
H -2.021541 -2.003075 2.986027 0.10 0.02 0.01 0.210
C 0.337245 0.500095 -0.613502 -0.65 0.15 0.30 -0.265
C -2.771137 -1.217196 2.878503 -0.31 0.10 0.04 -0.382
C 7.710038 1.353880 -0.489706 0.41 0.09 0.07 -0.341
C 5.717970 1.165806 1.435981 -0.05 -0.02 -0.20 -0.125
C -4.595090 -2.926251 3.365988 0.00 0.23 0.09 -0.609
H -1.142209 -3.601062 -1.920795 -0.15 0.16 -0.07 0.220
C 0.886105 -3.232351 -1.179378 -1.00 0.11 -0.45 0.288
O 1.686391 2.337334 -1.209838 -0.04 -0.24 -0.08 -0.569
H 3.059632 -0.171199 -3.969448 0.00 -0.09 -0.02 0.238
O 3.816055 0.605724 -1.598090 -0.12 0.08 -0.38 -0.478
C -4.938363 1.924915 -1.914926 -0.21 0.03 -0.04 -0.240
C -6.297853 2.106833 0.057093 -0.34 0.04 -0.19 -0.261
C -3.097308 -1.044467 1.386500 0.18 -0.01 0.29 -0.459
O 3.111457 0.492798 0.515321 0.29 -0.13 -0.09 -0.611
C -5.154839 2.012955 0.832736 0.31 0.02 -0.10 -0.200
C -2.661502 1.796059 1.114440 -0.45 0.34 0.06 -0.216
H 8.472643 1.419437 -1.249711 0.08 0.01 -0.04 0.220
C 1.090037 -1.787123 -1.154296 0.02 -0.26 0.14 -0.318
O 1.898608 -4.055699 -0.849611 0.33 0.17 0.29 -0.373
H -3.960045 -0.389049 1.266557 -0.04 -0.06 -0.03 0.226
H -8.823284 1.429181 -1.038910 0.02 0.04 -0.01 0.177
C 5.403483 0.976577 0.089095 0.27 0.05 -0.06 -0.223
H -2.935397 1.531734 2.138849 0.05 0.05 -0.06 0.213
C 2.481689 0.209743 -1.939552 0.22 0.01 -0.18 0.065
C -0.201936 -3.975864 -1.568712 0.50 0.45 0.16 -0.326
C 10.331190 1.931031 0.424665 0.18 0.02 -0.17 -0.253
H -2.178046 2.777657 1.144061 0.05 -0.20 0.08 0.227
H -4.874628 1.893113 -2.990585 0.01 -0.01 -0.14 0.229
C -3.902481 1.878793 0.254445 -0.06 0.05 0.16 -0.085
C -3.808119 1.838899 -1.133272 -0.10 0.01 0.10 -0.185
N -1.694879 0.848223 0.597431 0.24 -0.10 0.07 -0.361
H 1.318967 0.111091 -3.753936 -0.09 -0.03 -0.05 0.219
C -0.585574 1.305016 -0.015976 0.58 -0.07 -0.35 0.132
H -3.357326 -2.016159 0.967910 -0.02 0.07 -0.09 0.232
H -8.643810 3.207322 -1.087139 0.01 -0.04 -0.01 0.177
C 2.354279 -1.304078 -1.660915 0.07 0.28 0.07 0.554
H -5.403809 -3.169755 4.050884 -0.09 -0.10 0.00 0.214
H -4.995391 -2.933736 2.355569 -0.06 -0.08 -0.12 0.201
H -1.199055 -2.422290 0.140970 -0.13 -0.06 0.05 0.238
H 6.170393 0.917655 -1.904752 0.00 -0.01 -0.09 0.225
H 2.458007 1.475923 -3.677943 -0.04 0.06 0.01 0.231
C 0.184753 -5.330435 -1.460544 0.50 -0.26 0.22 -0.324
O 3.305975 -2.011322 -1.933604 -0.11 0.22 -0.09 -0.560
H -3.836245 -3.701330 3.443941 0.06 -0.14 -0.01 0.205
H 10.492242 0.992693 -0.115111 -0.02 0.04 0.01 0.179
C -8.545010 2.282947 -1.665003 -0.22 0.02 0.09 -0.253
C -1.910831 -0.514879 0.639552 0.04 -0.47 -0.25 0.259
H 11.208749 2.152985 1.029876 -0.04 -0.02 -0.09 0.201
C 2.314510 0.422922 -3.446260 0.21 0.06 0.31 -0.607
H 4.928421 1.085507 2.167189 -0.05 -0.01 0.08 0.235
C 0.159511 -0.926351 -0.615663 0.45 -0.04 -0.03 0.175
C 6.410774 1.071971 -0.864978 -0.31 -0.04 0.20 -0.067
H -7.253302 2.212852 0.545435 -0.11 0.00 0.00 0.215
H -3.715464 -1.564095 4.767042 -0.05 0.07 0.02 0.206
C 1.513481 1.134301 -1.206761 0.03 0.38 -0.18 0.604
H -0.423090 2.373767 -0.024853 -0.04 0.06 0.03 0.236
H -4.764607 -0.793814 3.577518 -0.01 0.08 0.07 0.190
C -4.002875 -1.565845 3.713305 0.18 -0.14 -0.04 -0.391
H -2.329824 -0.296814 3.268353 0.09 0.01 -0.01 0.198
H 2.163806 -6.101415 -0.794783 0.17 -0.02 0.04 0.200
C 1.472246 -5.313318 -1.017837 -0.65 -0.65 -0.22 0.085
C -1.025113 -1.361843 0.061983 -0.23 0.11 0.05 -0.294
C -6.199674 2.060898 -1.329631 0.19 -0.01 0.07 0.297
C 8.021744 1.546038 0.854876 -0.23 -0.04 0.00 0.332
```
Positions in Å, forces in eV/Å.

Properties
frontier orbital gap	7.2448	eV
highest occupied orbital energy	-7.0	eV

No. 2
Formula: C34H34BrN6O2RuS
Source: the OMol25 dataset
Level of theory: the ωB97M-V functional and the def2-TZVPD basis

Geometry as XYZ:
```
79
Properties=species:S:1:pos:R:3:forces:R:3:lowdin_charge:R:1
C 1.877447 -3.915332 -2.021201 0.09 -0.10 -0.12 -0.284
H 1.364117 1.121059 2.773880 -0.05 -0.02 0.06 0.053
C -2.734025 1.697394 3.844077 -0.13 -0.09 -0.03 0.011
C -1.167636 -1.407069 5.182673 0.10 0.00 0.00 -0.393
H -3.450816 -6.830888 2.807363 0.00 0.00 -0.01 0.083
C -0.215127 2.711121 -3.778308 -0.02 0.03 -0.03 0.036
C -2.658506 1.004499 1.562009 -0.33 0.26 -0.08 -0.204
Ru -0.153203 -0.012030 0.193923 -1.56 -0.86 0.23 1.022
C -2.713334 -4.839708 2.386381 0.01 -0.02 0.01 -0.243
C 2.843445 -2.041302 6.374110 0.00 0.00 0.01 -0.046
H -4.887149 2.139615 1.199289 -0.01 -0.02 0.00 0.102
C -0.067745 2.372250 -1.420774 -0.05 0.10 0.13 -0.249
H 1.382152 5.302691 1.897017 0.00 0.00 0.01 0.119
H -1.515730 -1.273751 -1.947400 0.00 -0.01 -0.02 0.086
O 2.361988 -4.909653 -2.758750 -0.05 0.01 0.04 0.137
H 0.666199 -5.076051 -0.650617 0.00 0.00 0.00 0.129
H 3.034412 -2.468012 -3.120306 0.01 0.00 0.00 0.134
H -2.007614 -2.241234 -4.155337 0.00 0.00 0.00 0.115
H 0.484748 4.867199 -0.352570 0.00 0.01 0.03 0.118
Br 2.464936 0.137265 -1.851472 0.35 0.22 -0.19 0.955
H -2.646472 -2.473491 4.233869 -0.01 -0.02 0.01 0.144
C -1.421129 -0.480113 -5.257823 -0.02 -0.05 0.05 -0.045
C 0.845565 -0.711711 6.396763 0.04 0.00 0.03 -0.004
C 0.920715 -2.780074 5.143119 0.06 -0.04 0.01 -0.047
C -4.696667 2.072608 2.267099 0.08 0.14 0.01 0.009
H -1.734227 1.268126 3.828692 -0.02 0.01 0.01 0.078
N -0.518042 1.133400 -1.523550 0.71 -0.33 -0.61 -0.028
C -1.619927 -1.233827 -4.079490 -0.02 0.00 -0.07 -0.046
C 2.314954 -2.627953 -2.331517 -0.06 0.02 0.08 -0.008
C 0.233528 -1.643016 5.559532 -0.13 0.01 -0.04 -0.199
N -1.700758 -2.162723 4.052211 0.06 -0.12 -0.01 0.116
H 2.637386 -0.191483 7.444920 0.00 0.00 0.00 0.116
C -1.386533 -1.936083 2.760581 -0.12 0.04 0.15 -0.705
C 1.821587 -1.589249 -1.584233 -0.08 -0.13 0.12 -0.714
N 0.927754 -1.725235 -0.586147 0.45 0.38 -0.32 -0.125
H -0.087741 -3.085426 0.586367 0.04 -0.02 -0.01 0.067
C 0.564630 -2.981982 -0.269241 -0.04 0.07 0.00 -0.136
C -0.842124 0.613678 -2.752357 -0.14 0.07 0.25 -0.227
C 1.433885 3.232204 2.455557 0.01 -0.08 0.03 -0.051
C -0.678397 1.382050 -3.918246 -0.01 0.08 -0.14 -0.146
H -3.350912 1.156799 4.560359 0.05 0.03 0.01 0.096
C -0.968672 0.804323 -5.177511 0.00 0.03 0.06 -0.002
C 1.139448 1.923390 2.087986 0.07 0.24 -0.15 -0.110
H 3.864774 -2.198594 6.694512 0.00 0.00 0.00 0.116
C -1.341411 -0.701536 -2.851992 0.05 0.02 0.01 -0.040
N -2.210864 -2.450390 1.845857 0.21 -0.01 -0.03 0.016
N -3.327199 1.589404 2.497281 0.06 -0.10 -0.14 -0.148
C 0.382848 2.737932 -0.068616 0.06 0.15 -0.05 -0.189
C 0.658300 4.042030 0.326079 0.06 -0.05 -0.09 -0.007
C 1.168543 4.287334 1.592216 0.02 0.01 -0.01 -0.042
C 0.582421 1.678616 0.833619 0.02 0.06 0.20 -0.268
H -4.792927 3.062075 2.709418 -0.01 0.01 -0.01 0.103
H 1.866817 3.427858 3.428025 0.01 0.00 -0.01 0.117
H 0.446133 4.217638 -2.423991 0.01 -0.01 -0.01 0.120
H -3.918818 -3.108396 2.885616 -0.04 0.01 -0.02 0.125
H -2.059518 -5.146175 1.564855 -0.01 0.00 0.00 0.109
H -2.094865 -4.803423 3.286838 0.01 0.00 -0.01 0.105
C 2.155043 -0.909182 6.795827 -0.02 0.00 -0.01 -0.047
C 0.994765 -4.091224 -0.953910 -0.04 0.02 0.03 0.034
C 2.226486 -2.979972 5.556998 -0.03 0.01 -0.01 -0.053
S 0.005873 -1.007796 2.395871 0.09 -0.09 -0.02 0.795
O -1.940136 -0.687107 5.751639 -0.01 -0.01 0.05 0.134
H 2.033532 -5.771752 -2.471790 0.01 0.00 -0.01 0.139
C -3.843686 -5.844946 2.566902 0.00 -0.01 0.01 -0.089
H -0.826145 1.398186 -6.071239 -0.01 0.01 0.00 0.128
C -3.259171 -3.450706 2.082858 -0.03 0.12 0.00 -0.174
H -4.509666 -5.550497 3.379524 0.00 0.01 0.00 0.083
H -2.675143 2.750840 4.112020 -0.01 0.00 0.01 0.107
H -1.642776 -0.921671 -6.219311 0.00 -0.01 0.00 0.118
C 0.077419 3.210073 -2.545287 -0.15 0.00 0.03 0.023
H -5.410494 1.394434 2.732608 0.00 0.00 0.00 0.102
H -4.441757 -5.936511 1.659295 0.00 0.01 0.00 0.082
H -0.093723 3.325612 -4.661945 0.03 -0.02 -0.01 0.135
H 2.762056 -3.868271 5.251366 0.00 0.00 0.00 0.113
H 0.430841 -3.515989 4.518659 0.00 0.01 -0.01 0.109
H 0.284533 0.151205 6.729624 0.00 0.00 0.00 0.125
H -2.001632 -2.214014 0.891016 -0.07 0.02 0.00 0.094
N -2.056336 0.477489 0.715757 0.48 0.04 0.55 0.074
H -3.872088 -3.468403 1.182105 -0.01 -0.01 0.01 0.135
```
Positions in Å, forces in eV/Å.

Properties
net charge	+2
frontier orbital gap (alpha / beta)	7.4533 / 7.0062	eV
highest occupied orbital energy (alpha / beta)	-13.5 / -13.6	eV
spin multiplicity	2

No. 3
Formula: C34H34CoN4O4PS
Source: the OMol25 dataset
Level of theory: the ωB97M-V functional and the def2-TZVPD basis

Geometry as XYZ:
```
79
Properties=species:S:1:pos:R:3:forces:R:3:lowdin_charge:R:1
H 3.427068 -4.000850 -0.601296 0.00 0.00 0.00 0.112
C 2.418009 -3.989489 -0.991665 0.00 0.02 0.02 -0.058
C -2.695307 -3.558864 0.642124 -0.02 0.01 0.01 -0.069
C -4.311849 -0.560742 -2.326339 0.00 -0.02 0.02 -0.081
H 0.805786 2.344546 4.053694 -0.03 0.01 -0.01 0.145
C 1.527817 -3.013079 -0.570418 -0.01 0.05 0.03 -0.077
C 3.373271 0.055974 0.291288 0.05 -0.27 0.19 -0.500
H 0.343239 0.290989 5.116745 0.03 0.00 0.02 0.131
N 0.061795 -0.281239 2.051107 0.02 -0.06 -0.09 0.074
H -3.904904 2.475682 -2.183047 -0.01 0.01 0.00 0.083
H -3.508761 -4.509106 3.778025 0.01 0.01 0.00 0.117
N -1.929879 3.149889 -2.189556 0.09 0.10 -0.07 -0.168
H 1.725145 -0.710464 4.604744 0.01 -0.02 -0.03 0.140
H 0.259918 2.580346 1.055347 0.00 0.01 0.08 0.036
O 1.992498 2.372683 -1.923374 -0.02 -0.11 -0.08 -0.271
C -2.084549 -2.996138 3.278480 -0.02 -0.04 -0.04 0.007
C -0.928730 4.107291 -2.671225 -0.03 -0.01 -0.02 -0.001
H 1.845116 -2.264987 0.153450 -0.01 -0.08 -0.06 0.093
C 0.228422 -2.997219 -1.072600 -0.04 -0.02 -0.10 -0.331
H -4.591285 -0.123355 -4.407951 0.01 -0.01 0.00 0.110
H 1.893639 0.560133 2.624432 -0.02 0.05 0.02 0.119
H -1.527583 2.974076 3.630240 0.01 0.00 0.00 0.087
H 5.906267 -0.492450 -4.372941 -0.01 0.01 0.00 0.114
H 7.064804 -1.237857 -2.348461 0.00 0.00 0.01 0.114
C 4.150166 0.181053 -3.346450 0.05 -0.01 0.00 -0.020
H -1.844174 -2.786418 4.309133 0.01 0.01 0.00 0.124
C -3.327601 3.311613 -2.570564 -0.03 -0.02 0.00 -0.016
H -2.284254 -0.766681 -5.031563 -0.01 0.01 0.00 0.112
H -1.018484 4.192677 -3.753854 0.00 0.00 0.01 0.098
C -1.446359 -2.279410 2.263682 -0.09 -0.09 0.02 -0.105
C 2.011865 -4.942950 -1.914108 0.00 -0.01 -0.03 -0.062
H -1.712913 1.678941 2.449343 0.03 0.01 0.02 0.073
C 3.582414 0.281200 -2.093367 0.01 -0.07 0.04 -0.219
H -1.184169 -3.932437 -2.398890 0.03 -0.05 0.00 0.107
C 0.319736 1.961744 3.147914 0.06 0.01 0.07 -0.372
S 2.049234 0.974568 -1.601602 0.17 0.22 0.17 0.659
C -3.431181 -1.011877 -1.354972 0.02 -0.02 -0.04 -0.092
H -4.052190 -5.023629 1.420653 0.01 0.01 -0.01 0.117
H 2.708337 -5.701286 -2.246917 0.00 0.00 0.01 0.111
H 1.802046 2.884246 1.849806 -0.01 0.01 0.01 0.085
H -1.085759 5.086176 -2.216268 -0.01 0.00 0.00 0.098
H 0.394844 3.897331 2.206276 0.02 0.01 0.01 0.088
C -3.900687 -0.469614 -3.649539 0.02 -0.01 -0.02 -0.075
N 2.173947 0.645211 -0.028129 -0.11 0.38 0.09 -0.114
O 3.673538 -0.343657 1.397738 0.01 0.05 -0.09 0.074
N -1.217187 1.442304 -0.573048 -0.05 0.20 0.29 0.172
C -1.767149 -2.563515 0.927778 0.07 0.04 0.05 -0.262
C 6.075584 -0.808230 -2.261878 0.03 -0.02 0.00 -0.044
C -0.468260 -1.256700 2.702746 0.03 0.12 -0.15 -0.285
C 5.488256 -0.686209 -1.009008 0.00 0.02 0.01 0.012
C -2.607447 -0.832871 -4.000930 -0.03 0.01 -0.03 -0.059
C -3.021865 -3.969467 2.976956 0.02 0.02 0.10 -0.040
P -0.906930 -1.748107 -0.438471 0.07 0.34 0.25 1.091
H -1.505916 1.298649 4.163225 0.01 0.00 0.00 0.081
C -0.177001 -3.956481 -1.999111 0.01 0.01 0.06 -0.082
C 0.869650 0.538040 2.998355 0.05 -0.01 -0.15 -0.237
C 0.716986 -4.927531 -2.418253 0.05 -0.02 0.00 -0.061
H 0.408779 -5.672916 -3.139315 -0.01 0.01 0.00 0.111
H -5.322594 -0.288764 -2.049858 0.01 0.00 0.00 0.110
H 5.997386 -1.008758 -0.110779 -0.03 0.00 0.02 0.128
O 0.871609 0.192481 -2.004808 -0.20 -0.07 0.05 -0.347
H -0.711064 -1.551811 -3.313521 0.00 0.03 0.01 0.106
H -3.757768 -1.069641 -0.324609 0.01 -0.01 0.03 0.111
C -2.135029 -1.386114 -1.708036 -0.03 -0.05 -0.01 -0.357
Co 0.175548 0.112394 0.157398 0.16 -0.63 -0.50 0.392
H 0.065600 3.739092 -2.427072 -0.02 0.02 0.00 0.072
C 4.223905 -0.131233 -0.937012 -0.05 0.00 -0.04 -0.130
O -0.128588 -1.353634 3.981567 -0.08 0.01 0.11 0.028
C -1.722907 -1.287487 -3.035135 -0.02 0.04 -0.02 -0.093
C -1.189555 1.973047 3.363127 -0.08 -0.02 -0.01 -0.053
H -3.728209 4.245598 -2.173679 0.00 0.00 0.00 0.096
C 0.780281 -0.271787 4.293912 -0.04 0.00 -0.03 -0.037
C 0.722111 2.877171 2.000005 0.03 0.05 -0.09 -0.064
C -3.327833 -4.255981 1.658545 -0.02 -0.03 -0.09 -0.043
C 5.418453 -0.383940 -3.413604 -0.03 0.01 -0.02 -0.049
C -1.569676 2.249188 -1.322735 -0.03 -0.18 -0.01 -0.203
H -3.405745 3.318888 -3.657906 0.00 0.01 0.01 0.096
H 3.635883 0.526579 -4.232679 0.01 -0.01 0.00 0.125
H -2.924405 -3.789192 -0.391324 -0.02 0.00 0.01 0.113
```
Positions in Å, forces in eV/Å.

Properties
net charge	+1
frontier orbital gap (alpha / beta)	8.3238 / 8.9562	eV
highest occupied orbital energy (alpha / beta)	-11.4 / -11.6	eV
spin multiplicity	2

Electronic energy readings, ordered: -1896.8379 -4861.6760 -3958.1611 Ha
Strongest force on any atom readings, ordered: 1.1 1.8 0.8 eV/Å